No. 1
DFT (ωB97M-V/def2-TZVPD) results for a cluster of 10 separate species, C30H50Br10O10 in total.

Last column: Löwdin charge in e.
CARTESIAN COORDINATES (ANGSTROEM)
O  5.85  -1.40  2.30  0.0860
C  5.75  -1.20  1.11  -0.4898
C  6.59  -1.77  -0.02  -0.0514
C  6.18  -0.84  -1.18  -0.1382
C  4.78  -0.34  -0.83  -0.1035
O  4.83  -0.36  0.65  0.0127
H  7.65  -1.88  0.22  0.1305
H  6.25  -2.80  -0.21  0.0891
H  6.84  0.01  -1.32  0.1140
H  6.16  -1.32  -2.14  0.1047
H  4.50  0.63  -1.26  0.1354
H  3.98  -1.05  -1.03  0.0994
O  -3.58  1.96  -0.15  0.1114
C  -3.70  2.44  -1.24  -0.4307
C  -3.02  2.11  -2.57  -0.0620
C  -3.18  3.39  -3.36  -0.1445
C  -4.49  4.00  -2.85  -0.1065
O  -4.59  3.47  -1.48  -0.0069
H  -1.99  1.78  -2.35  0.1072
H  -3.55  1.23  -2.96  0.1099
H  -2.32  4.02  -3.19  0.0913
H  -3.30  3.27  -4.44  0.1201
H  -4.55  5.06  -2.69  0.1201
H  -5.38  3.63  -3.33  0.1202
O  -4.34  -0.99  -3.54  0.1045
C  -3.31  -1.31  -4.07  -0.5051
C  -3.14  -2.14  -5.32  -0.0843
C  -1.71  -1.94  -5.74  -0.1383
C  -1.03  -1.40  -4.46  -0.1326
O  -2.10  -0.97  -3.58  -0.0149
H  -3.42  -3.16  -5.02  0.1351
H  -3.94  -1.77  -5.97  0.1310
H  -1.20  -2.86  -6.07  0.1202
H  -1.62  -1.21  -6.56  0.1218
H  -0.46  -2.10  -3.82  0.1219
H  -0.39  -0.56  -4.67  0.1049
O  2.17  3.82  0.18  0.1373
C  1.74  4.11  -0.89  -0.5207
C  0.82  3.37  -1.75  -0.0850
C  0.93  4.09  -3.12  -0.1324
C  1.10  5.52  -2.66  -0.0956
O  1.94  5.39  -1.37  0.0030
H  1.20  2.36  -1.72  0.1087
H  -0.19  3.41  -1.36  0.1341
H  1.77  3.74  -3.72  0.1246
H  0.00  3.97  -3.72  0.1098
H  1.77  6.11  -3.27  0.1118
H  0.24  6.13  -2.37  0.1264
O  0.67  -0.03  -2.52  0.1136
C  0.59  -0.10  -1.34  -0.4958
C  -0.63  -0.04  -0.41  -0.0818
C  -0.07  -0.62  0.86  -0.1726
C  1.31  0.01  0.84  -0.1290
O  1.69  -0.08  -0.56  -0.0088
H  -0.84  1.04  -0.29  0.1260
H  -1.50  -0.47  -0.91  0.1024
H  -0.65  -0.37  1.75  0.0530
H  0.00  -1.71  0.85  0.0782
H  1.25  1.10  0.99  0.1262
H  2.10  -0.44  1.44  0.1050
Br  4.27  -5.08  -0.54  0.6798
C  3.18  -4.00  0.58  -0.7537
C  1.73  -4.31  0.53  -0.7681
Br  1.28  -6.04  1.22  0.6381
H  3.33  -2.96  0.25  0.0466
H  3.54  -4.01  1.61  0.0609
H  1.36  -4.34  -0.51  0.0313
H  1.15  -3.57  1.10  0.0408
Br  -2.94  -0.81  3.39  0.7272
C  -3.65  0.90  2.91  -0.6901
C  -5.13  0.94  2.74  -0.7811
Br  -6.19  0.72  4.29  0.6811
H  -3.13  1.23  2.04  0.0265
H  -3.45  1.53  3.76  0.0364
H  -5.39  0.29  1.92  -0.0051
H  -5.36  1.94  2.37  0.0663
Br  -0.06  1.72  4.18  0.5735
C  -0.26  0.28  5.58  -0.6500
C  -1.36  0.58  6.67  -0.6275
Br  -1.23  -0.67  8.21  0.5784
H  0.72  0.16  6.02  0.0185
H  -0.50  -0.60  4.98  -0.0089
H  -2.34  0.47  6.26  0.0194
H  -1.17  1.56  7.10  0.0415
Br  2.53  -1.93  4.34  0.6601
C  3.84  -0.55  4.36  -0.7113
C  4.99  -0.95  5.29  -0.7029
Br  4.36  -1.09  7.11  0.6124
H  3.42  0.38  4.71  0.0536
H  4.15  -0.44  3.33  0.0138
H  5.78  -0.22  5.27  0.0559
H  5.39  -1.89  4.90  0.0511
Br  -5.88  -2.33  1.00  0.6273
C  -4.12  -2.30  0.07  -0.6354
C  -3.18  -3.47  0.52  -0.6057
Br  -1.68  -3.67  -0.75  0.6646
H  -3.71  -1.32  0.28  0.0250
H  -4.34  -2.46  -0.96  0.0201
H  -3.70  -4.42  0.52  0.0448
H  -2.74  -3.20  1.49  0.0234

Calculated values
SMILES string ... O=C1CCCO1.O=C1CCCO1.O=C1CCCO1.O=C1CCCO1.O=C1CCCO1.BrCCBr.BrCCBr.BrCCBr.BrCCBr.BrCCBr
Orbital gap ... 0.361 Eh

***

No. 2
DFT (ωB97M-V/def2-TZVPD) results for a cluster of 9 separate species, C37H59N4O19PSi in total.

Last column: Löwdin charge in e.
CARTESIAN COORDINATES (ANGSTROEM)
C  5.15  -2.93  0.94  -0.1975
Si  5.81  -1.17  0.55  0.5738
C  7.02  -0.69  1.93  -0.2020
C  6.79  -1.23  -1.10  -0.1978
C  4.33  0.08  0.39  -0.3178
N  3.31  -0.11  1.27  0.0632
N  2.29  0.71  1.14  0.0647
C  2.42  1.62  0.14  -0.3146
P  0.94  2.76  -0.09  0.6198
O  1.30  4.17  0.33  -0.3154
O  -0.35  2.24  0.84  -0.1506
O  0.52  2.87  -1.71  -0.1534
N  3.45  1.85  -0.72  0.0812
N  4.47  1.03  -0.58  0.0646
H  4.94  -3.01  2.03  0.0354
H  4.23  -3.09  0.34  0.0306
H  5.97  -3.62  0.65  0.0342
H  7.68  -1.58  2.11  0.0425
H  6.53  -0.43  2.90  0.0334
H  7.69  0.15  1.65  0.0331
H  7.26  -2.24  -1.21  0.0325
H  6.05  -1.05  -1.92  0.0295
H  7.62  -0.49  -1.12  0.0349
H  -0.61  1.34  0.56  0.0444
H  0.56  1.98  -2.11  0.0579
O  1.59  -1.80  5.33  0.1142
C  0.90  -0.92  4.90  -0.4863
C  1.00  0.55  5.25  -0.0730
C  -0.33  1.10  4.75  -0.1427
C  -0.65  0.16  3.60  -0.1633
O  -0.08  -1.11  3.98  0.0073
H  1.85  0.98  4.71  0.1302
H  1.12  0.68  6.32  0.1266
H  -0.29  2.14  4.45  0.1201
H  -1.08  0.99  5.53  0.1230
H  -0.18  0.48  2.67  0.0894
H  -1.72  0.05  3.45  0.1249
O  -3.91  -1.66  4.75  0.1037
C  -3.66  -2.83  4.88  -0.4843
C  -2.36  -3.51  4.54  -0.0722
C  -2.75  -4.97  4.52  -0.1456
C  -3.89  -5.02  5.51  -0.1561
O  -4.53  -3.73  5.40  0.0384
H  -1.63  -3.29  5.32  0.1410
H  -1.99  -3.17  3.57  0.0757
H  -1.93  -5.65  4.77  0.1098
H  -3.11  -5.24  3.52  0.1167
H  -3.54  -5.14  6.52  0.0868
H  -4.60  -5.80  5.28  0.1315
O  1.14  2.08  -4.70  0.0938
C  0.43  2.95  -5.13  -0.4557
C  0.49  4.41  -4.74  -0.0659
C  -0.84  4.93  -5.27  -0.1461
C  -1.10  4.02  -6.45  -0.1388
O  -0.52  2.76  -6.08  0.0117
H  1.34  4.87  -5.24  0.1394
H  0.56  4.52  -3.66  0.1153
H  -0.82  5.99  -5.54  0.1234
H  -1.62  4.79  -4.51  0.1222
H  -0.62  4.37  -7.36  0.1348
H  -2.16  3.89  -6.63  0.1140
O  1.05  -2.69  -8.61  0.1100
C  1.19  -1.57  -8.22  -0.4943
C  1.91  -0.46  -8.95  -0.0817
C  2.11  0.57  -7.85  -0.1537
C  0.91  0.32  -6.95  -0.1616
O  0.66  -1.10  -7.07  0.0346
H  1.28  -0.09  -9.75  0.1310
H  2.86  -0.82  -9.34  0.1243
H  2.16  1.60  -8.22  0.1159
H  3.03  0.37  -7.31  0.1222
H  0.03  0.86  -7.28  0.1169
H  1.12  0.57  -5.91  0.0940
O  -4.48  5.61  -8.27  0.1203
C  -5.02  4.87  -7.50  -0.5006
C  -5.38  3.43  -7.75  -0.0802
C  -6.36  3.14  -6.63  -0.1600
C  -5.88  4.08  -5.54  -0.1602
O  -5.35  5.22  -6.23  0.0254
H  -4.48  2.82  -7.68  0.1270
H  -5.85  3.31  -8.73  0.1284
H  -6.38  2.10  -6.32  0.1184
H  -7.37  3.42  -6.93  0.1210
H  -5.08  3.64  -4.93  0.1248
H  -6.69  4.39  -4.88  0.1264
O  -2.76  -6.66  7.36  0.1076
C  -2.25  -7.73  7.14  -0.4569
C  -1.73  -8.70  8.17  -0.0712
C  -0.88  -9.64  7.32  -0.1582
C  -1.57  -9.57  5.98  -0.1533
O  -2.11  -8.24  5.89  0.0267
H  -2.58  -9.22  8.62  0.1362
H  -1.15  -8.19  8.93  0.1302
H  -0.81  -10.65  7.72  0.1189
H  0.13  -9.24  7.24  0.1218
H  -2.40  -10.29  5.90  0.1290
H  -0.88  -9.74  5.15  0.1271
O  -0.40  -0.79  -1.48  0.1150
C  -0.94  -1.51  -0.68  -0.4810
C  -1.33  -2.95  -0.90  -0.0656
C  -2.29  -3.20  0.25  -0.1433
C  -1.76  -2.25  1.31  -0.1680
O  -1.23  -1.13  0.58  0.0164
H  -0.44  -3.58  -0.84  0.1380
H  -1.82  -3.08  -1.87  0.1316
H  -2.32  -4.24  0.59  0.1195
H  -3.30  -2.91  -0.03  0.1251
H  -0.95  -2.69  1.90  0.1228
H  -2.54  -1.91  1.98  0.1225
O  1.47  10.19  3.65  0.1158
C  1.73  9.04  3.41  -0.4910
C  1.37  8.29  2.15  -0.0785
C  1.59  6.85  2.56  -0.1623
C  2.67  6.97  3.62  -0.1615
O  2.44  8.24  4.25  0.0238
H  2.06  8.60  1.35  0.1328
H  0.34  8.48  1.86  0.1263
H  1.86  6.19  1.74  0.0942
H  0.67  6.46  3.01  0.1224
H  3.67  6.98  3.18  0.1262
H  2.61  6.18  4.36  0.1225

Calculated values
SMILES string ... C[Si](C)(C)c1nnc(P(=O)(O)O)nn1.O=C1CCCO1.O=C1CCCO1.O=C1CCCO1.O=C1CCCO1.O=C1CCCO1.O=C1CCCO1.O=C1CCCO1.O=C1CCCO1
Orbital gap ... 0.309 Eh

***

No. 3
DFT (ωB97M-V/def2-TZVPD) results for a cluster of 14 separate species, H28O14 in total.

Last column: Löwdin charge in e.
CARTESIAN COORDINATES (ANGSTROEM)
H  -0.12  -0.83  -0.72  0.0381
H  0.45  0.04  0.46  0.0034
H  3.57  4.35  -1.04  0.0639
H  2.85  3.16  -1.29  -0.0033
H  3.95  -0.81  0.18  0.0899
H  5.43  -1.05  0.76  -0.0070
H  1.75  -5.65  -2.18  0.0765
H  0.53  -5.16  -1.18  0.0340
H  0.65  3.03  1.75  0.0242
H  1.97  2.30  1.61  0.0538
H  -1.48  -0.31  -2.52  0.0183
H  -2.59  0.66  -2.98  0.0717
H  1.57  0.08  -4.68  0.0338
H  2.81  -0.55  -4.09  0.0215
H  -0.64  -0.87  4.73  0.0296
H  -1.85  -1.32  3.82  0.0883
H  -3.15  -3.78  -0.91  -0.0003
H  -4.53  -4.16  -0.94  0.0458
H  -0.85  1.65  -3.27  -0.0101
H  -0.41  1.40  -1.84  0.0281
H  -2.38  3.52  0.77  0.0103
H  -2.05  2.50  1.73  -0.0195
H  -1.13  1.30  3.11  0.0803
H  -1.39  0.49  1.96  -0.0138
H  -1.71  1.05  -0.06  -0.0022
H  -3.05  0.26  -0.07  0.1137
H  0.57  -1.38  3.08  0.0865
H  1.21  -0.72  4.43  0.0105
O  0.19  -0.84  0.21  -0.0584
O  2.73  4.07  -1.51  -0.0710
O  4.53  -0.95  1.02  -0.0841
O  0.75  -5.46  -2.08  -0.1105
O  1.13  2.46  1.14  -0.0522
O  -1.77  0.22  -3.25  -0.0570
O  2.42  0.30  -4.28  -0.0559
O  -1.30  -0.55  4.11  -0.0836
O  -3.66  -4.53  -0.70  -0.0454
O  -0.32  2.09  -2.58  -0.1013
O  -1.96  3.47  1.60  -0.0537
O  -1.87  0.95  2.60  -0.0545
O  -2.10  0.27  -0.38  -0.0516
O  1.23  -0.70  3.48  -0.0866

Calculated values
Energy above the lowest of the compared OMol25 structures with the same formula, charge and spin ... 478.9 kJ/mol
Orbital gap ... 0.375 Eh

***

No. 4
DFT (ωB97M-V/def2-TZVPD) results for a structure of composition C40H64CoN13O2.

Last column: Löwdin charge in e.
CARTESIAN COORDINATES (ANGSTROEM)
Co  -0.26  -0.51  0.18  0.6054
C  0.57  -3.00  6.18  -0.0675
N  0.38  -1.57  5.99  -0.1708
C  0.46  -0.80  7.23  -0.0641
C  0.72  -1.00  4.75  -0.3726
N  0.17  -1.36  3.66  0.1467
C  -0.98  -2.23  3.73  -0.2169
C  -2.02  -1.99  2.65  -0.1630
N  -1.63  -2.22  1.24  -0.1632
C  -0.84  -3.45  1.03  -0.1606
C  0.61  -3.09  0.80  -0.1882
N  0.70  -2.29  -0.43  0.0532
C  1.59  -2.63  -1.32  -0.3711
N  2.68  -3.42  -1.01  -0.1794
C  3.05  -4.56  -1.82  -0.0526
C  3.47  -3.16  0.18  -0.0486
N  1.54  -2.20  -2.61  -0.1402
C  2.73  -2.09  -3.45  -0.0475
C  0.31  -1.74  -3.21  -0.0604
C  -2.85  -2.29  0.43  -0.1762
C  -2.55  -1.88  -1.01  -0.2025
N  -2.15  -0.48  -0.95  0.0588
C  -2.96  0.36  -1.55  -0.3863
N  -3.59  0.08  -2.74  -0.1629
C  -5.02  0.27  -2.90  -0.0471
C  -2.91  -0.62  -3.81  -0.0483
N  -3.27  1.57  -1.02  -0.1443
C  -3.51  1.74  0.41  -0.0306
C  -3.69  2.70  -1.85  -0.0523
N  1.76  -0.02  4.70  -0.1650
C  1.45  1.35  5.08  -0.0745
C  3.01  -0.52  5.26  -0.0730
H  1.38  -3.19  6.89  0.0907
H  0.84  -3.48  5.24  0.0814
H  -0.34  -3.48  6.57  0.0905
H  -0.15  -1.30  7.98  0.0927
H  0.05  0.20  7.09  0.0813
H  1.48  -0.72  7.62  0.0752
H  -1.51  -2.11  4.68  0.1225
H  -0.67  -3.28  3.71  0.0992
H  -2.36  -0.95  2.71  0.1181
H  -2.87  -2.64  2.89  0.1261
H  -1.21  -3.96  0.14  0.1189
H  -0.94  -4.15  1.86  0.1221
H  1.20  -4.01  0.73  0.1172
H  0.97  -2.50  1.64  0.0910
H  2.36  -4.66  -2.66  0.0939
H  3.01  -5.48  -1.23  0.0930
H  4.07  -4.46  -2.22  0.0899
H  3.51  -4.04  0.83  0.0941
H  3.04  -2.34  0.74  0.0633
H  4.49  -2.90  -0.10  0.0949
H  3.62  -2.28  -2.87  0.0871
H  2.79  -1.07  -3.85  0.0821
H  2.69  -2.78  -4.29  0.0971
H  -0.15  -2.52  -3.84  0.1040
H  -0.39  -1.44  -2.44  0.0287
H  0.52  -0.87  -3.84  0.0862
H  -3.57  -1.58  0.84  0.1215
H  -3.30  -3.29  0.48  0.1303
H  -3.44  -2.05  -1.63  0.1150
H  -1.75  -2.51  -1.39  0.0905
H  -5.46  0.61  -1.97  0.0921
H  -5.49  -0.68  -3.17  0.0948
H  -5.26  0.99  -3.68  0.0919
H  -1.84  -0.50  -3.69  0.0602
H  -3.19  -0.18  -4.76  0.0941
H  -3.15  -1.69  -3.84  0.0919
H  -3.26  2.76  0.68  0.0760
H  -2.89  1.07  0.99  0.0583
H  -4.57  1.58  0.64  0.0964
H  -4.78  2.83  -1.84  0.0894
H  -3.36  2.56  -2.87  0.0904
H  -3.24  3.61  -1.46  0.0862
H  1.52  1.54  6.16  0.0755
H  0.45  1.61  4.73  0.0951
H  2.15  2.02  4.58  0.0768
H  2.97  -0.70  6.35  0.0679
H  3.80  0.21  5.08  0.0838
H  3.29  -1.45  4.77  0.0914
C  3.66  0.66  1.53  0.0134
C  2.16  0.69  1.37  -0.3583
O  1.61  -0.38  1.08  -0.0266
C  1.44  1.93  1.55  -0.1150
C  2.16  3.12  1.80  -0.0448
C  1.53  4.30  2.11  -0.0914
C  0.13  4.29  2.22  -0.0716
C  -0.60  3.15  1.99  -0.0131
C  0.02  1.94  1.59  -0.3339
O  -0.72  0.90  1.35  -0.1378
H  4.01  -0.36  1.41  0.0758
H  3.97  1.04  2.51  0.0846
H  4.12  1.29  0.77  0.0930
H  3.24  3.11  1.75  0.1081
H  2.09  5.20  2.29  0.1007
H  -0.39  5.20  2.51  0.1071
H  -1.68  3.14  2.10  0.0978
C  2.50  1.72  -2.53  -0.0270
C  1.89  0.76  -1.74  -0.1268
N  0.64  0.88  -1.29  0.0697
C  -0.02  1.99  -1.59  -0.0507
C  0.48  3.00  -2.39  -0.1915
C  1.77  2.85  -2.87  0.0003
C  -0.35  4.19  -2.70  -0.0381
C  -0.81  4.53  -3.90  -0.0313
C  -0.73  3.73  -5.15  -0.2717
C  -0.70  4.36  -6.38  -0.0048
C  -0.64  3.57  -7.51  -0.1157
N  -0.62  2.24  -7.44  0.0859
C  -0.66  1.73  -6.22  -0.2023
N  -0.71  2.39  -5.07  0.1422
H  3.52  1.58  -2.87  0.1126
H  2.42  -0.14  -1.46  0.1091
H  -1.02  2.08  -1.17  0.1098
H  2.21  3.63  -3.49  0.1285
H  -0.58  4.85  -1.87  0.1212
H  -1.33  5.47  -4.00  0.1147
H  -0.73  5.44  -6.45  0.1164
H  -0.62  4.01  -8.50  0.1142
H  -0.65  0.64  -6.15  0.1024

Calculated values
Net charge ... +1
Multiplicity ... 2
Orbital gap (alpha / beta) ... 0.287 / 0.285 Eh

***

No. 5
DFT (ωB97M-V/def2-TZVPD) results for the ion C4H6Br2P with charge +1.

Last column: Löwdin charge in e.
CARTESIAN COORDINATES (ANGSTROEM)
C  -0.75  1.31  -0.15  -0.1076
C  -0.26  0.90  1.01  -0.1347
C  -0.57  0.29  -1.28  -0.2133
C  0.55  -0.41  1.14  -0.3414
P  0.68  -0.97  -0.54  0.2104
Br  0.11  -3.12  -0.63  0.4745
Br  2.63  -0.75  -1.33  0.5478
H  -1.54  2.02  -0.01  0.1224
H  -0.44  1.57  1.82  0.1163
H  -1.47  -0.18  -1.53  0.0782
H  -0.31  0.81  -2.08  0.0428
H  1.34  -0.28  1.88  0.1174
H  0.04  -1.19  1.70  0.0873

Calculated values
Net charge ... +1
Energy above the lowest of the compared OMol25 structures with the same formula, charge and spin ... 19.7 kJ/mol
Orbital gap ... 0.339 Eh

***

No. 6
DFT (ωB97M-V/def2-TZVPD) results for a cluster of 2 separate species, C4H14N3O in total.

Last column: Löwdin charge in e.
CARTESIAN COORDINATES (ANGSTROEM)
O  -1.37  1.30  -1.49  0.0457
C  -2.16  0.44  -1.82  -0.1893
C  -1.89  -1.02  -1.51  -0.1978
N  -2.31  -1.28  -0.12  0.0028
H  -3.10  0.73  -2.29  0.1389
H  -2.36  -1.66  -2.25  0.1202
H  -0.82  -1.15  -1.59  0.1118
H  -3.30  -1.08  -0.01  0.1007
H  -2.21  -2.26  0.09  0.1026
N  -0.23  0.49  0.80  0.1569
C  1.14  -0.12  0.84  -0.1521
C  2.22  0.94  0.93  -0.2816
N  3.50  0.26  1.07  0.0078
H  -0.43  1.02  1.65  0.1687
H  -0.35  1.10  -0.03  0.1045
H  -0.98  -0.23  0.65  0.0962
H  1.18  -0.76  1.72  0.1334
H  1.24  -0.73  -0.05  0.1257
H  2.15  1.63  0.08  0.1218
H  2.06  1.55  1.82  0.1213
H  3.81  -0.09  0.17  0.0793
H  4.21  0.93  1.34  0.0825

Calculated values
Net charge ... +1
Energy above the lowest of the compared OMol25 structures with the same formula, charge and spin ... 167.0 kJ/mol
Orbital gap ... 0.358 Eh